1.
Here is a molecular structure, C25H23ClCoN3O4 in a non-equilibrium geometry from the Open Molecules 2025 dataset. Energies are from ωB97M-V with the def2-TZVPD basis set.

Net charge = -1
Multiplicity = 2
Kohn-Sham gap (spin up / spin down) = 8.0 / 8.0 eV

XYZ file:
```
57
Properties=species:S:1:pos:R:3:lowdin_charge:R:1
Co -0.196 0.021 0.213 0.633
C -0.123 -2.704 -0.587 -0.036
C 1.370 -2.889 -0.506 -0.200
C 1.926 -4.045 -1.034 -0.075
C 3.300 -4.209 -1.106 -0.110
C 4.119 -3.169 -0.703 -0.071
C 3.601 -2.002 -0.153 -0.199
C 4.528 -0.860 0.152 -0.050
C 2.207 -1.890 0.037 -0.173
N 1.627 -0.779 0.654 0.063
C 2.132 -0.264 1.800 -0.450
O 3.009 -0.729 2.522 0.032
C 1.493 1.067 2.128 -0.155
C 1.765 1.875 3.214 0.015
C 1.066 3.071 3.329 -0.034
C 0.125 3.439 2.372 0.020
C -0.105 2.567 1.325 -0.143
N 0.590 1.445 1.239 0.084
C -1.086 2.730 0.186 -0.457
O -1.676 3.795 0.003 0.031
N -1.134 1.612 -0.563 0.030
C -1.919 1.552 -1.730 -0.190
C -3.323 1.537 -1.677 -0.199
C -4.024 1.609 -0.352 -0.031
C -4.039 1.430 -2.862 -0.064
C -3.392 1.330 -4.084 -0.105
C -2.007 1.324 -4.126 -0.072
C -1.257 1.428 -2.962 -0.212
C 0.247 1.438 -3.018 -0.039
H -0.555 -3.436 -1.268 0.082
H -0.375 -1.716 -1.005 0.061
H -0.621 -2.782 0.380 0.074
H 1.273 -4.824 -1.414 0.101
H 3.728 -5.113 -1.521 0.090
H 5.193 -3.257 -0.821 0.101
H 5.498 -1.029 -0.317 0.070
H 4.668 -0.737 1.225 0.066
H 4.109 0.073 -0.235 0.086
H 2.492 1.561 3.949 0.119
H 1.236 3.712 4.184 0.105
H -0.427 4.365 2.431 0.117
H -3.634 0.846 0.327 0.081
H -5.098 1.465 -0.473 0.072
H -3.844 2.580 0.110 0.075
H -5.123 1.416 -2.827 0.101
H -3.964 1.247 -5.001 0.091
H -1.499 1.239 -5.081 0.100
H 0.604 1.119 -3.996 0.072
H 0.674 0.780 -2.258 0.056
H 0.632 2.441 -2.819 0.087
Cl -3.528 -1.430 4.540 0.526
C -2.183 -1.922 3.478 -0.502
C -1.510 -0.696 2.814 -0.709
O -1.117 0.226 3.515 0.016
O -1.408 -0.828 1.548 -0.111
H -2.584 -2.586 2.721 0.059
H -1.458 -2.441 4.101 0.071
```

2.
Here is a molecular structure, C25H23CrF6I2N2O7S2 in a non-equilibrium geometry from the Open Molecules 2025 dataset. Energies are from ωB97M-V with the def2-TZVPD basis set.

Net charge = 0
Multiplicity = 4
Kohn-Sham gap (spin up / spin down) = 7.6 / 7.6 eV
Relative energy (zero: lowest compared OMol25 entry of this formula, charge and spin) = 27.5 kJ/mol

XYZ file:
```
68
Properties=species:S:1:pos:R:3:lowdin_charge:R:1
Cr 0.148 0.035 0.028 0.734
O -0.928 1.470 1.813 -0.072
C -1.437 2.626 1.139 -0.295
C -0.917 2.332 -0.298 -0.572
O -1.604 2.372 -1.287 0.077
O 0.343 1.934 -0.244 -0.118
C -0.793 3.915 1.644 -0.123
C -0.268 3.997 2.927 -0.015
C 0.308 5.178 3.378 -0.071
C 0.363 6.287 2.549 -0.087
C -0.156 6.208 1.264 -0.067
C -0.731 5.030 0.815 -0.012
C -2.953 2.712 1.254 -0.118
C -3.599 2.107 2.327 -0.013
C -4.969 2.246 2.502 -0.068
C -5.713 2.996 1.606 -0.087
C -5.078 3.589 0.524 -0.069
C -3.709 3.455 0.350 -0.019
H -1.040 1.498 2.773 0.051
H -0.300 3.147 3.600 0.112
H 0.711 5.227 4.381 0.105
H 0.806 7.209 2.902 0.102
H -0.113 7.066 0.606 0.106
H -1.121 4.975 -0.194 0.121
H -3.050 1.507 3.041 0.101
H -5.448 1.766 3.347 0.106
H -6.779 3.117 1.749 0.101
H -5.650 4.166 -0.191 0.104
H -3.238 3.913 -0.506 0.108
C 2.464 -1.294 1.426 -0.049
N 2.005 0.061 1.043 -0.305
C 2.013 0.923 2.244 -0.041
C 2.944 0.608 0.028 -0.138
C 2.647 -0.028 -1.299 -0.237
C 3.616 -0.195 -2.277 -0.036
C 3.258 -0.684 -3.526 -0.080
C 1.934 -1.000 -3.790 -0.077
C 0.966 -0.849 -2.802 -0.100
C 1.317 -0.371 -1.548 -0.144
H 3.474 -1.222 1.840 0.105
H 2.475 -1.940 0.552 0.102
H 1.799 -1.711 2.175 0.070
H 3.031 0.976 2.643 0.108
H 1.352 0.505 2.999 0.074
H 1.672 1.918 1.971 0.087
H 3.974 0.443 0.359 0.136
H 2.763 1.681 -0.041 0.134
H 4.647 0.072 -2.070 0.113
H 4.011 -0.809 -4.294 0.103
H 1.645 -1.365 -4.767 0.105
H -0.059 -1.097 -3.040 -0.008
F -1.695 -4.019 3.061 0.159
C -2.112 -3.435 1.950 -0.665
F -3.415 -3.251 1.978 0.175
F -1.791 -4.202 0.915 0.155
S -1.245 -1.775 1.744 0.565
O -0.255 -2.019 0.673 -0.415
O -2.286 -0.827 1.384 -0.543
N -0.479 -1.387 3.024 -0.278
S -1.245 -0.941 4.366 0.632
O -2.571 -1.470 4.450 -0.242
O -1.002 0.451 4.626 -0.267
C -0.196 -1.834 5.591 -0.687
F -0.249 -3.144 5.396 0.154
F -0.628 -1.545 6.811 0.160
F 1.068 -1.430 5.465 0.142
I -2.451 -0.882 -1.100 0.731
I -2.926 -0.966 -3.742 0.181
```

3.
Here is a molecular structure, C25H23N7PdSSbSe4 in a non-equilibrium geometry from the Open Molecules 2025 dataset. Energies are from ωB97M-V with the def2-TZVPD basis set.

Net charge = -1
Multiplicity = 5
Kohn-Sham gap (spin up / spin down) = 5.9 / 5.5 eV
Relative energy (zero: lowest compared OMol25 entry of this formula, charge and spin) = 0.0 kJ/mol

XYZ file:
```
62
Properties=species:S:1:pos:R:3:lowdin_charge:R:1
Pd 0.475 1.034 -0.921 0.474
N 2.738 4.500 -0.097 0.090
C 2.305 3.258 -0.214 -0.953
S 0.597 3.094 0.064 0.439
N 3.166 2.340 -0.339 -0.017
N 2.705 1.103 -0.517 -0.109
C 3.392 0.055 -0.413 -0.135
C 2.775 -1.260 -0.674 -0.255
C 3.555 -2.425 -0.597 -0.038
C 3.019 -3.650 -1.014 -0.047
C 1.677 -3.607 -1.485 -0.083
C 0.948 -2.421 -1.609 -0.130
N 1.530 -1.262 -1.236 0.075
H 2.198 5.209 0.371 0.093
H 3.666 4.701 -0.359 0.089
H 4.479 0.063 -0.057 0.146
H 4.504 -2.259 -0.121 0.099
H 3.465 -4.659 -0.965 0.109
H 1.182 -4.505 -1.912 0.103
H -0.092 -2.575 -1.825 0.099
N -0.366 -3.775 3.408 0.260
C -0.506 -2.564 3.065 -0.345
C 0.550 -1.606 2.753 -0.179
C 0.401 -0.226 2.707 -0.035
C 1.473 0.638 2.586 -0.070
C 2.766 0.096 2.537 -0.097
C 2.976 -1.239 2.635 -0.091
C 1.879 -2.098 2.678 -0.010
C -1.929 -2.195 2.731 -0.207
C -2.918 -2.296 3.756 -0.014
C -4.247 -2.040 3.365 -0.096
C -4.602 -1.608 2.085 -0.088
C -3.551 -1.446 1.166 -0.087
C -2.247 -1.824 1.461 -0.051
H -0.610 0.167 2.869 0.123
H 1.270 1.663 2.444 0.056
H 3.568 0.819 2.442 0.111
H 3.937 -1.674 2.593 0.096
H 2.022 -3.113 2.648 0.078
H -2.827 -2.884 4.642 0.099
H -4.999 -2.246 4.159 0.107
H -5.634 -1.480 1.733 0.105
H -3.848 -1.033 0.147 0.115
H -1.427 -1.858 0.750 0.118
Se -0.677 5.018 -1.672 -0.031
Sb 1.245 5.046 -3.316 -0.346
Se 2.453 2.899 -3.531 -0.099
Se 2.532 7.060 -3.009 -0.272
Se 0.468 4.403 -5.633 -0.173
N -2.599 1.569 -0.121 0.141
C -2.606 1.114 -1.395 -0.397
C -3.784 1.274 -2.148 -0.030
C -3.729 1.000 -3.512 -0.073
C -2.508 0.631 -4.104 -0.069
C -1.406 0.546 -3.254 -0.166
N -1.443 0.705 -1.961 0.001
H -3.422 1.450 0.421 0.085
H -1.761 1.334 0.371 0.032
H -4.694 1.641 -1.703 0.104
H -4.678 0.953 -4.053 0.104
H -2.406 0.151 -5.109 0.114
H -0.402 0.297 -3.716 0.128
```

4.
Here is a gas-phase ion, C25H23O2 (charge +1) in a non-equilibrium geometry from the Open Molecules 2025 dataset. Energies are from ωB97M-V with the def2-TZVPD basis set.

Net charge = +1
Kohn-Sham gap = 4.9 eV
Relative energy (zero: lowest compared OMol25 entry of this formula, charge and spin) = 69.4 kJ/mol

XYZ file:
```
50
Properties=species:S:1:pos:R:3:lowdin_charge:R:1
C 0.632 -2.893 -2.495 -0.072
C 0.192 -4.315 -2.395 0.096
C -1.181 -4.404 -2.571 0.006
C -1.705 -3.091 -2.581 0.085
C -0.719 -2.055 -2.211 -0.162
H 1.374 -2.415 -1.899 0.079
H 0.933 -2.672 -3.552 0.168
H 0.831 -5.161 -2.187 0.136
H -1.820 -5.295 -2.472 0.139
H -2.763 -2.862 -2.755 0.131
H -0.687 -1.207 -2.857 0.150
C -6.122 2.432 0.533 -0.059
O -5.951 1.175 -0.113 -0.070
C -4.725 0.646 -0.053 -0.269
C -4.590 -0.601 -0.709 0.016
C -3.351 -1.205 -0.759 -0.059
C -2.159 -0.550 -0.384 -0.157
C -0.820 -1.348 -0.720 -0.092
C 0.434 -0.452 -0.408 -0.183
C 1.625 -1.128 -0.064 -0.054
C 2.828 -0.445 -0.085 0.023
C 2.817 0.944 -0.280 -0.237
O 3.970 1.644 0.016 -0.018
C 4.331 1.955 1.343 -0.242
C 5.472 1.312 1.842 -0.008
C 5.705 1.438 3.221 -0.076
C 4.912 2.291 4.008 -0.087
C 3.839 2.993 3.437 -0.077
C 3.538 2.858 2.072 -0.004
C 1.648 1.627 -0.602 0.016
C 0.462 0.916 -0.696 -0.042
C -2.306 0.652 0.331 -0.045
C -3.554 1.278 0.490 0.016
H -7.205 2.508 0.462 0.100
H -5.796 2.389 1.573 0.098
H -5.643 3.250 -0.017 0.104
H -5.440 -1.078 -1.197 0.127
H -3.237 -2.221 -1.130 0.083
H -0.824 -2.203 -0.027 0.145
H 1.614 -2.212 0.146 0.126
H 3.745 -0.946 0.179 0.124
H 6.044 0.652 1.162 0.128
H 6.529 0.850 3.642 0.109
H 5.135 2.382 5.075 0.106
H 3.212 3.640 4.058 0.108
H 2.679 3.369 1.601 0.120
H 1.620 2.709 -0.690 0.128
H -0.431 1.459 -1.047 0.125
H -1.452 1.117 0.833 0.114
H -3.643 2.275 0.933 0.109
```

no.,E (hartree)
1,-3274.8358
2,-4638.1053
3,-11721.7910
4,-1116.5443